Entry 1:
Computed, not measured: a molecular structure, C22H49N7NiO10, with the ωB97M-V functional and the def2-TZVPD basis.

The geometry in XYZ format:
```
89
C22H49N7NiO10 | the OMol25 dataset | the ωB97M-V functional and the def2-TZVPD basis
H -8.0982 10.1549 12.9221
C -12.7943 15.8623 14.3977
C -7.4194 14.1877 9.4857
C -8.6788 10.7431 9.8583
C -8.4073 19.4281 12.1755
N -7.3923 19.1420 11.1590
H -9.2003 20.0886 11.8250
H -8.6149 15.9287 6.8412
H -15.6404 14.9884 14.7174
H -2.3791 13.4004 12.7720
H -7.8119 11.5435 19.1112
N -14.0656 16.3497 14.3993
H -8.2038 17.2693 10.7719
C -7.0714 11.5440 18.3114
C -7.4005 17.9615 10.4758
C -7.6728 10.7268 12.0975
C -5.1942 12.1268 13.9613
H -6.6038 10.7865 12.3020
H -9.9341 14.4764 9.9782
H -6.8605 13.3405 9.0881
H -6.0545 13.6382 12.0410
H -6.9422 18.2369 18.4939
H -15.2661 17.4194 15.7580
H -6.2414 12.3128 13.7227
H -6.0009 20.5525 11.7173
O -10.5732 15.1558 8.2072
C -8.9046 15.0974 13.3580
O -9.6793 15.7464 12.5323
H -15.1133 18.1258 14.2090
C -7.4747 18.5563 17.5980
H -7.9674 14.1900 17.2524
C -14.5406 17.5835 14.9613
C -7.4103 8.8124 10.5351
N -8.3871 14.8973 8.6087
O -8.5710 16.1788 18.8802
H -6.9622 20.9583 10.2609
H -8.1307 18.1561 15.0403
H -4.8734 12.4346 14.9564
H -8.8542 10.1387 8.9548
C -8.5000 13.2428 17.3363
H -7.5420 8.3007 9.5817
O -12.3973 14.7748 13.8913
H -12.2039 16.6813 14.8370
H -8.3664 11.7826 15.1586
H -7.1815 14.8337 6.7636
H -6.4581 10.6431 18.2880
H -6.3275 12.2976 18.5696
H -2.6655 11.6560 13.0818
N -7.9464 10.1110 10.7789
N -4.4109 12.8840 13.0321
H -15.9403 16.1334 13.3061
O -7.3756 10.1481 15.8354
C -7.7785 11.2871 15.9466
O -9.2237 11.7987 10.0897
C -15.2249 15.5365 13.8718
O -4.2290 14.1856 11.2455
H -6.3455 9.0165 10.6478
H -9.4521 18.9610 15.7480
H -4.9941 11.0633 13.8309
H -8.8475 18.5792 12.6986
H -7.0479 16.1751 7.7419
O -9.4565 14.7381 14.4157
Ni -10.8112 13.8931 13.0432
C -6.4650 20.1603 10.8124
H -7.6754 8.0542 11.2719
H -9.2528 13.3641 16.5573
H -9.8258 16.0873 17.2911
O -6.5708 17.6536 9.6314
O -8.6924 14.0162 12.7654
H -6.6843 14.8831 9.8909
H -7.8664 13.7442 10.3753
C -9.6920 14.8017 8.9547
H -14.8467 14.8353 13.1279
H -6.6686 18.6651 16.8724
H -2.7980 12.9252 14.4017
C -8.9090 18.0169 15.7906
H -13.7538 18.2659 15.2829
C -2.9479 12.6736 13.3518
C -4.9552 13.6462 12.1013
H -8.0264 20.1019 12.9430
H -9.5630 17.2810 15.3230
H -5.7211 19.8152 10.0943
C -8.9546 16.5579 17.7727
H -9.0853 13.1379 18.2498
N -7.6791 12.0111 17.0688
H -7.8544 19.5379 17.8814
N -8.4859 17.6137 17.1076
C -7.8013 15.4657 7.3996
H -8.1539 11.6986 12.2079
```

Output
**DFT total energy**: -3511.41255 Ha
**Total charge**: 0
**Multiplicity**: 3

---

Entry 2:
Computed, not measured: a molecular structure, C22H49NO4P2Zr, with the ωB97M-V functional and the def2-TZVPD basis.

The geometry in XYZ format:
```
79
C22H49NO4P2Zr | the OMol25 dataset | the ωB97M-V functional and the def2-TZVPD basis
O 1.3122 -0.5186 -2.9451
H -1.2542 -0.1408 4.2965
O -0.6843 0.6769 2.0312
C -4.1933 -0.3287 -2.8684
C -3.0546 2.8975 0.1309
H -2.2963 2.7779 0.9175
H -4.6451 -1.2771 -3.1927
H -4.0506 0.2707 -3.7754
P 2.3449 -1.0100 0.6977
H -2.4264 0.6510 5.1543
C 4.3610 0.9354 1.2728
H -2.6818 3.6545 -0.5688
H -1.8155 2.7480 4.1064
C -1.7663 2.1088 -2.8378
N -1.8989 0.6537 4.2780
H -2.0725 -3.1609 1.3282
H -4.7419 -0.0864 0.0353
H -2.4938 -2.5632 -3.0502
C -1.2707 1.4695 -4.1319
H -2.5602 0.4922 3.5113
C 2.6768 -3.0194 -1.3535
H -0.9937 -1.6466 -2.8003
H -1.0470 2.2913 -4.8309
C 2.5681 -1.3772 2.5368
H -3.8644 2.3618 -3.4219
H 2.6357 0.7548 3.1095
C -2.0413 -1.5612 -3.0959
H -0.3564 0.8757 -3.9927
C -1.1218 1.9097 4.0240
H 5.2066 0.5027 -1.2631
H 1.2199 -0.1559 3.7303
C 2.2906 -0.2151 3.4896
H -4.1598 1.7434 -1.3006
H -1.6338 -3.6607 0.9217
C 2.6719 -2.7767 0.1486
C 1.4862 2.4680 -0.8182
P -1.9512 0.8349 -1.4693
H -2.0565 0.8457 -4.5899
H 2.6073 -4.1073 -1.5023
C -3.3938 1.5568 -0.5289
O 0.3002 2.7013 2.1516
H 3.6500 -1.5955 2.6103
H 4.8402 -3.0523 0.1848
H 1.7026 -2.6104 4.0768
C 1.7599 -2.6110 2.9769
H 3.9948 -0.6811 -1.8042
C -3.9489 0.5337 0.4823
H 3.5093 0.9957 -1.4135
H -2.0909 -1.2343 -4.1410
C 4.0079 -0.2286 0.3423
H -3.1639 -0.1375 0.8758
H -3.0742 -1.2197 -1.2642
H 4.6937 -1.0628 0.5596
C -2.9982 2.9800 -3.1380
C -2.8593 -0.6474 -2.1822
H -4.9294 0.1641 -2.2246
H 2.8288 -0.4238 4.4332
H 3.6499 1.7707 1.2054
H 0.7293 -2.6011 2.5824
H 4.1054 -3.2550 1.7954
O 2.0955 3.3774 -1.2378
C 4.1685 0.1634 -1.1280
H 5.3453 1.3222 0.9769
H -0.9758 2.7697 -2.4328
H -0.4101 2.0371 4.8390
H -4.4261 1.0711 1.3171
H -3.2868 3.6493 -2.3171
H 2.2490 -3.5449 2.6680
H 3.8903 -4.4938 0.5527
C 3.9520 -3.4091 0.7236
H 4.4402 0.6173 2.3175
H -3.9786 3.2930 0.5849
Zr 0.3802 0.7766 -0.0084
H 1.7912 -3.2868 0.5711
H 1.8381 -2.5555 -1.8702
H -2.7450 3.6075 -4.0064
C -0.4328 1.8153 2.6534
C 0.9261 -0.1817 -1.8835
H 3.6175 -2.6881 -1.8117
```

Output
**DFT total energy**: -1951.51161 Ha
**Total charge**: +4

---

Entry 3:
Computed, not measured: a molecular structure, C22H50Br3N7O7, with the ωB97M-V functional and the def2-TZVPD basis.

The geometry in XYZ format:
```
89
C22H50Br3N7O7 | the OMol25 dataset | the ωB97M-V functional and the def2-TZVPD basis
H -2.9598 2.2330 -5.0620
H 0.3087 7.3073 2.8035
H 1.3564 7.4999 1.3811
H -1.8847 -1.7121 -1.5957
H -2.6681 2.5910 -3.3839
C -1.6326 -1.7037 2.2853
N -0.9919 1.9505 -4.3978
H 3.5059 -2.9610 3.4791
C -1.9589 -1.9589 -3.6821
H -3.2179 -2.8082 5.8803
C 3.2650 -2.1270 -2.9709
H 1.8975 -3.4862 -3.8930
C -4.4614 0.4523 3.2709
C -2.7414 -2.2005 -6.0074
H 3.2283 -2.8918 -1.1048
C 5.1346 -2.4797 4.7675
H -2.0555 -0.8437 1.7793
C 1.1787 3.3004 2.4573
O 4.7754 -0.1217 3.2249
H 5.8644 -2.8371 -1.4476
H 1.2308 -1.9071 -3.7068
H -3.4776 0.7768 3.5990
C -2.2111 -1.9173 3.6600
H -2.2568 1.4094 1.0055
H -2.3446 2.2691 2.5801
O -0.5135 4.9751 2.6297
C 2.9622 -0.9967 1.9684
H -3.6812 -1.7149 -6.2671
H 0.3009 2.6612 2.5078
H 1.9551 1.6341 -5.8439
H -1.8894 -1.5707 -6.2331
H -1.1962 -3.2542 -2.1509
H 2.1984 -0.2931 2.2980
N 4.1568 -2.2378 3.7260
H -3.2064 -3.4433 -4.3694
O -2.2431 -1.0273 4.4815
C -2.2321 2.6994 -4.3793
H -4.3340 -0.5810 2.9311
H -5.8974 1.1932 1.8636
C -2.0068 -2.5378 -2.2876
C 1.8668 -2.6375 -3.2057
H 1.8373 2.9534 3.2580
H -2.6759 -3.1026 -6.6210
H -2.4750 3.1447 1.0457
N 3.8315 -2.4799 -1.7952
H -5.1431 0.5072 4.1155
O -1.3899 -0.9032 -3.9384
C 0.1131 2.3544 -5.0501
C 5.1307 -2.0264 -1.3736
O 3.8862 -1.5689 -3.8533
H 4.6811 -2.3767 5.7510
H 2.4223 -1.9253 1.7615
C 0.9798 0.5203 -1.3986
N 1.6209 5.6776 2.3708
H -2.1795 3.7354 -4.6842
H 1.0045 0.3349 -5.1422
H 5.5485 -3.4803 4.6384
H 5.1671 -1.7175 -0.3267
H -3.0242 -3.6732 3.0672
C -4.2255 2.1650 1.4153
H 0.6771 0.2691 -2.4053
N -2.6840 -2.6225 -4.6111
N -4.9381 1.2675 2.1613
H 1.8395 1.4569 -4.0936
C 4.0330 -1.0651 3.0420
C 0.6785 4.7205 2.5291
H 5.4630 -1.1959 -1.9904
H -2.9570 -3.0426 -2.1163
H 5.9665 -1.7954 4.6280
O 0.1907 3.4277 -5.6131
Br 2.8624 0.8371 -1.3070
Br 0.3788 -0.9524 -0.2758
H 2.5823 5.4522 2.5498
H -1.0451 1.0129 -4.0228
H -2.6471 -4.4251 5.5726
O -4.7665 2.7731 0.5089
H -1.5892 -2.6270 1.6972
C -3.2441 -3.6161 5.1509
H 1.7312 3.1652 1.5278
H 2.0375 7.6236 2.9697
Br 0.0796 2.0951 -0.7459
H -4.2884 -3.9086 5.0426
H -0.5530 -1.5443 2.3939
H 3.4664 -0.7016 1.0552
C 1.2800 1.3883 -5.0291
C 1.2840 7.0834 2.3903
C -2.7253 2.2198 1.5631
H 1.3827 -2.9696 -2.2859
N -2.7289 -3.1672 3.8830
```

Output
**DFT total energy**: -9500.36456 Ha
**Total charge**: 0

---

Entry 4:
Computed, not measured: a molecular structure, C22H50F6KNO14S2, with the ωB97M-V functional and the def2-TZVPD basis.

The geometry in XYZ format:
```
96
C22H50F6KNO14S2 | the OMol25 dataset | the ωB97M-V functional and the def2-TZVPD basis
H 12.5593 -15.0316 14.2677
H 13.1811 -19.0433 6.1962
C 18.1211 -18.7969 4.4674
H 18.1485 -9.3913 5.0680
H 12.8223 -13.3124 12.9928
O 18.3390 -16.8970 9.3512
H 17.7042 -19.6756 7.6937
F 16.8066 -15.7961 6.6757
H 14.8323 -9.9568 8.0246
O 14.1576 -11.9833 13.9185
C 17.2721 -9.3326 7.0670
O 14.5425 -14.6780 14.5650
O 13.5928 -19.7572 4.3474
H 19.8984 -10.1106 8.2445
H 14.4228 -10.1076 12.7432
H 13.3038 -18.9971 -0.4977
C 13.8622 -12.9900 12.9392
H 15.8747 -10.7945 13.3553
H 13.2235 -15.7024 15.7795
H 15.4661 -16.1913 17.0448
F 15.9656 -17.4427 7.7239
C 13.3180 -18.7160 2.1205
O 20.1716 -13.2269 9.8740
H 20.9952 -9.5491 7.2490
H 13.5367 -17.8634 4.0476
H 14.5090 -15.0465 12.5991
F 18.1423 -11.2443 10.5907
H 13.6780 -20.6355 6.3416
C 19.0702 -19.7958 3.7355
C 18.2166 -19.4848 6.7507
S 18.9411 -13.9064 10.2763
H 17.5934 -8.9042 8.0165
H 15.0514 -18.5290 3.4411
H 16.4890 -8.6359 6.7677
H 18.3869 -20.8803 1.3077
C 17.7823 -12.4690 11.0724
H 17.5500 -22.2194 2.0549
H 21.3598 -15.0198 14.0576
H 18.6262 -18.5209 7.0527
C 14.7575 -14.2016 13.2414
H 13.5653 -16.4923 14.1649
O 18.3728 -20.9677 3.4239
C 15.6796 -10.6288 8.1611
H 18.9790 -8.4395 6.1906
C 19.1708 -14.1627 15.5660
O 19.3652 -10.5238 6.3761
C 20.3655 -10.4364 7.3151
C 15.9536 -15.2691 17.3612
S 17.4091 -15.7418 9.2756
O 20.0632 -15.2296 15.6520
H 14.8377 -19.3420 5.8828
C 13.3996 -15.5646 14.7126
H 16.8723 -20.5033 2.1640
F 15.1362 -15.4728 7.8886
H 17.2992 -18.5467 3.7967
H 15.3163 -14.4474 17.0345
H 19.0276 -20.1960 6.5936
H 19.3796 -19.1644 2.9025
O 19.1264 -14.8997 11.3728
C 17.6536 -14.5946 15.7913
H 14.6859 -10.3152 14.5105
H 17.2018 -15.1856 14.9946
C 16.2274 -16.1563 7.8200
H 19.9234 -19.9552 4.3949
H 21.9505 -15.8409 15.4776
H 16.0700 -10.4595 9.1646
C 18.4675 -9.3987 6.1102
O 17.5039 -19.3820 5.6038
F 16.4767 -12.6568 10.8337
H 15.8172 -13.9696 13.1358
C 21.3592 -14.9870 15.1471
K 18.2043 -13.0813 6.4624
O 16.5188 -15.6427 10.4216
H 17.0039 -13.7194 15.7862
H 14.0800 -12.5863 11.9504
C 13.8454 -19.7603 5.7138
H 13.6497 -17.9221 1.4512
H 20.9245 -11.3394 7.5607
H 12.2717 -18.4166 2.1818
H 18.6040 -17.8704 4.7782
O 16.6546 -10.6381 7.1147
H 15.8436 -15.3044 18.4451
C 13.9770 -18.7009 3.5064
H 19.1510 -13.7886 14.5424
F 17.8876 -12.6002 12.3933
H 15.1962 -11.6023 8.2428
H 13.3390 -20.7506 -0.4772
C 17.7483 -21.1517 2.1483
H 19.4488 -13.3040 16.1771
H 11.9028 -19.9101 0.1625
C 14.7984 -10.7675 13.5252
O 17.3146 -15.2471 17.0451
N 17.9556 -14.3944 8.8627
C 12.9881 -19.8740 0.0674
H 21.8507 -14.0804 15.4999
O 13.5537 -19.9553 1.3204
```

Output
**DFT total energy**: -3971.49214 Ha
**Total charge**: 0

---

Entry 5:
Computed, not measured: 7 unconnected molecules or ions with the total composition C22H50FN10O6, with the ωB97M-V functional and the def2-TZVPD basis.

The geometry in XYZ format:
```
89
C22H50FN10O6 | the OMol25 dataset | the ωB97M-V functional and the def2-TZVPD basis
H -3.0921 -3.8041 -4.6947
H -2.1864 -4.7126 -7.6767
H 2.7203 -2.8832 -7.4080
C 2.9690 5.0369 7.3365
H -2.8191 0.1459 6.0719
N -0.1420 5.0840 1.3740
H -1.6814 2.7207 4.4581
C 1.2082 -4.2301 -1.7449
O 0.1148 2.8553 7.5547
N 0.0140 -4.8682 -1.6564
H -2.4878 -0.0789 -3.0562
C -1.8587 -0.9645 -0.5773
C 0.0624 0.4433 -1.1775
N -3.3244 6.6112 1.6346
O 4.7296 -2.6435 -7.4683
C -0.0849 -6.2783 -1.3331
H 5.2863 -2.3475 -4.7765
N -1.1035 -0.3424 -1.5226
C -1.0863 2.0737 5.1101
O 1.3573 -3.0470 -2.0122
H -0.0839 1.4697 -1.5265
H -0.6381 2.9370 1.8865
C -3.6453 -4.4943 -5.3361
H -1.4188 -7.0380 -5.4289
H -1.1603 -0.2633 6.5848
H -1.4864 -0.8020 0.4473
H 3.6353 3.2667 9.0423
H -4.0963 -3.9450 -6.1625
C -1.2012 -4.1116 -1.8934
H -1.8581 -6.4518 -7.4979
C -2.5643 -5.6531 -7.2681
N 2.1227 3.9359 7.7510
H 4.2556 -1.1415 -3.9604
C -2.2124 5.8412 1.5725
H -0.5240 7.1458 0.9832
H 5.0728 -0.7383 -5.4947
H 1.8908 -0.8818 -4.8845
H -1.9668 -1.2242 5.3237
H 0.5887 4.5257 6.5103
H 0.9396 0.0123 -1.6666
N -2.7389 -5.5111 -5.8362
H 2.4642 5.6606 6.5972
C 2.1896 6.1594 1.4012
H -1.4696 -1.5263 -3.1953
H -0.6712 -6.3939 -0.4180
H -4.2682 6.2115 1.5488
H 1.6002 4.1546 2.0998
H -0.0294 2.3110 4.9702
C 4.5776 -1.5298 -4.9269
H -3.5295 -5.8866 -7.7240
H 1.3621 -2.3328 -5.7704
O -2.8471 -1.6398 -0.7982
H -1.2554 -3.2937 -1.1760
H 3.8874 4.6365 6.9001
N 3.4404 -2.0177 -5.6823
H -2.0770 -4.7490 -1.7893
C 3.6489 -2.5428 -6.9212
H 1.9642 2.9956 9.6035
N -1.3142 0.6892 4.7412
H 2.6319 1.9918 8.3012
C 1.3063 4.8227 1.2148
H -0.7806 0.0798 -3.5512
O -0.5738 1.0004 2.5940
H -1.3645 2.2434 6.1466
C -1.8468 -0.2218 5.7363
C -1.0238 0.2860 3.4804
C 2.1182 -1.9308 -5.0941
C -1.4767 -0.4703 -2.9177
F 1.6398 4.0907 0.0462
H -3.1668 7.6161 1.7473
H 0.9040 -6.7144 -1.1817
H -1.2337 -0.7807 3.3092
H 2.1051 -2.5003 -4.1619
H 1.8227 7.0055 0.7419
H 3.2159 5.6457 8.2094
H 0.2221 0.4511 -0.0980
N -2.3793 4.4431 1.8803
N -0.8736 6.2228 1.2484
C -2.0802 -6.3008 -4.9462
C 2.6259 2.9945 8.7346
O -2.1836 -6.2313 -3.7350
H -4.4279 -4.9719 -4.7421
H -1.1698 -3.6929 -2.9019
H -0.5839 -6.7972 -2.1532
H 2.2183 6.4254 2.5105
H 2.0675 -4.8912 -1.5483
C 0.8725 3.7566 7.2483
C -1.0163 3.9967 1.7321
H 3.2524 5.8766 1.1081
```

Output
**DFT total energy**: -1966.84839 Ha
**Total charge**: +1